Formula: C9H9P
Source: OMol25
Level of theory: ωB97M-V with the def2-TZVPD basis set

The geometry in XYZ format:
```
19
Properties=species:S:1:pos:R:3:forces:R:3:lowdin_charge:R:1
C -3.2214 0.6962 1.2456 -3.7 1.0 1.0 -0.145
C -2.5551 -0.4266 1.4535 1.3 -4.2 2.6 -0.093
C -2.5450 1.4907 0.2895 -0.3 3.0 -2.4 -0.127
C -0.2212 -1.1362 0.3202 1.0 -1.6 1.1 -0.119
C -1.3593 -0.4078 0.6449 -0.5 1.1 -1.2 -0.254
C -1.4159 0.8535 -0.1300 0.7 0.4 1.0 -0.418
C 0.7551 -0.3516 -0.2700 4.9 -3.1 -0.5 -0.345
C 2.5444 -1.0875 -0.4664 -5.5 -0.2 1.2 -0.003
C 3.5350 -0.1678 -0.9718 -0.2 1.0 2.3 -0.195
P 0.2755 1.3387 -0.6794 -0.7 -0.6 -1.3 0.930
H -4.2536 0.9515 1.6858 1.9 -0.4 -0.6 0.134
H -2.7334 -1.2440 2.2782 0.1 1.7 -2.0 0.142
H -2.9692 2.4788 -0.1405 0.9 -1.7 1.0 0.131
H -0.0227 -2.2161 0.6253 -0.3 1.6 -0.3 0.133
H 2.5855 -2.2314 -0.4747 -0.1 2.0 0.1 0.085
H 3.2900 0.0199 -1.9383 -0.1 0.5 -3.4 0.041
H 4.5471 -0.3843 -0.8156 1.5 -1.2 -0.2 0.058
H 3.5025 0.8219 -0.5236 -0.6 0.2 0.4 0.075
H 0.2617 1.0020 -2.1326 -0.1 0.4 1.1 -0.029
```
Positions in Å, forces in eV/Å.

Its HOMO energy (alpha / beta) is -7.70 / -8.12 eV. Its spin multiplicity is 1. As for the electronic energy: -689.454610 hartree. The energy relative to the best compared isomer or geometry (same formula, charge and spin) is 4.244 eV. The frontier orbital gap (alpha / beta) is 7.81 / 6.94 eV.